A molecular structure, C70H72AsF5KN6O3Te at a distorted geometry. Source: OMol25; level of theory: ωB97M-V with the def2-TZVPD basis set.

The geometry in XYZ format:
```
159
Properties=species:S:1:pos:R:3:forces:R:3:lowdin_charge:R:1
Te 3.1400 1.5082 1.6451 0.107 0.722 1.263 1.597
As -1.4971 -3.2582 0.0306 -0.448 -0.498 0.252 1.423
K 1.2682 -0.8005 -0.5609 -0.896 0.845 -1.630 0.760
F 1.4554 -2.8278 0.1868 0.054 -2.231 0.536 -0.296
F 2.6027 -3.5809 1.9038 0.135 0.078 0.022 -0.052
F 3.7741 -5.0050 0.2107 -0.097 0.163 -0.074 0.082
F 3.0438 -3.8032 -1.4458 0.049 0.083 0.088 0.087
F 4.8422 -3.2346 -0.3875 -0.149 -0.039 0.052 0.084
O 3.0521 -0.4709 -2.2040 0.625 -0.042 -0.397 -0.120
O -0.3606 -0.4297 0.9451 -1.175 0.508 1.528 -0.155
O -4.2757 -1.2497 -5.1970 0.108 -0.028 0.149 0.068
N -0.6734 1.9931 -0.9197 -0.429 -0.171 0.177 -0.078
N 3.0628 0.7577 -0.3181 0.720 0.383 -0.281 -0.320
N -2.9602 0.2919 -0.9083 0.085 0.012 0.059 0.101
N -1.0472 -0.1278 3.0609 0.042 -0.167 0.014 0.181
N -0.9484 -2.2127 -2.8764 0.210 0.058 -0.005 0.066
N -3.2480 -1.8956 -7.0857 0.189 0.025 0.027 0.148
C -5.5223 1.4604 -0.9754 0.230 0.126 -0.066 -0.206
C -4.9082 -5.8728 -0.2027 -0.032 -0.017 -0.039 -0.101
C -0.5293 2.4304 0.4688 -0.060 0.226 -0.151 -0.171
C -0.2797 -5.2568 1.5948 0.091 -0.062 -0.176 -0.196
C 2.7918 -2.8045 0.7441 -0.019 0.075 0.226 -0.201
C -1.9333 2.3797 -1.5341 -0.283 -0.330 0.224 -0.191
C 7.8548 0.8807 -2.0191 0.056 -0.009 0.014 -0.115
C -7.2593 2.2594 0.5953 -0.043 -0.005 -0.069 -0.056
C 2.5739 3.3014 4.2957 -0.155 -0.286 -0.122 -0.320
C -2.0869 -3.9621 4.6663 0.009 -0.026 0.007 -0.099
C -0.8204 5.3017 -3.7580 -0.099 -0.131 0.025 -0.575
C 4.4080 5.5219 6.7934 0.006 -0.059 -0.075 -0.073
C -1.1849 -4.6932 3.9074 0.023 -0.008 0.002 -0.027
C 0.5320 -6.3362 1.9260 -0.002 0.013 0.013 -0.029
C -4.4082 2.1717 -1.3469 -0.246 -0.014 -0.084 0.015
C 5.3110 -0.6114 1.7915 -0.046 0.067 -0.056 -0.142
C 2.8322 4.2197 5.3121 0.088 0.027 0.091 -0.042
C -4.0503 -0.3901 -0.6046 -0.085 0.189 0.089 -0.190
C -0.7757 4.0504 -2.8849 -0.375 0.071 -0.038 -0.212
C -2.8988 -3.0089 4.0636 -0.047 0.015 0.028 -0.111
C -4.9025 -6.2445 -1.5385 -0.022 -0.010 0.019 -0.115
C 5.5519 -2.3783 3.3859 0.015 -0.031 0.050 -0.094
C -3.2491 -1.6067 -5.7364 -0.525 0.022 -0.406 -0.497
C -2.7791 -2.7589 2.7020 -0.053 0.073 -0.111 -0.134
C 3.5819 -3.7149 -0.2007 0.288 -0.405 -0.198 -0.554
C -3.0980 1.6005 -1.2793 0.483 -0.053 -0.211 -0.229
C -0.8968 0.2899 1.7713 -0.033 0.130 0.054 -0.511
C 4.1272 4.5131 5.7090 -0.037 0.025 0.010 -0.296
C 7.1297 1.8080 -1.2830 0.036 0.004 -0.024 -0.095
C 5.7746 1.6104 -1.0626 -0.060 -0.007 -0.013 -0.064
C 0.2250 -2.3747 -3.4783 -0.155 0.079 -0.099 -0.113
C -3.0086 -4.8118 -1.9000 0.029 0.136 0.052 -0.125
C -1.9769 -1.8391 -5.0140 0.593 -0.017 0.372 -0.116
C 1.0264 -6.6718 -0.4015 0.033 -0.039 -0.026 -0.092
C -7.9542 1.1925 -1.5598 0.065 0.027 0.021 -0.061
C -3.9666 -4.9739 0.2810 -0.002 0.108 0.090 -0.095
C 0.2490 -5.5740 -0.7334 0.017 0.106 -0.094 -0.092
C -2.9958 -4.4331 -0.5569 -0.117 -0.033 -0.169 -0.342
C 5.1685 3.8617 5.0590 -0.066 -0.004 0.026 -0.043
C -0.7342 -1.9973 -5.6314 -0.274 0.029 0.118 -0.023
C 3.6153 2.6173 3.6526 0.203 0.205 -0.234 -0.294
C 3.6443 -0.8946 3.5081 -0.070 0.122 0.045 -0.307
C 3.6567 0.2186 -1.3478 0.615 0.195 -0.507 -0.645
C 1.1782 -7.0443 0.9282 -0.010 -0.012 0.018 -0.093
C -5.3396 0.1200 -0.5814 -0.035 -0.258 0.070 -0.071
C 1.1343 3.0713 3.8902 0.111 0.074 0.031 -0.098
C -1.9314 3.4992 -2.3817 0.307 0.338 0.010 -0.021
C -1.0885 -4.4728 2.5361 -0.148 0.128 0.049 -0.179
C -6.9080 2.0947 -0.8918 -0.040 0.032 0.036 -0.562
C 0.5675 5.6934 -4.2702 -0.105 -0.027 0.011 -0.084
C 4.3702 -1.9792 3.9880 0.074 0.022 -0.008 -0.065
C 0.4455 3.3348 -2.5881 0.106 -0.098 0.237 -0.047
C 2.3451 -0.5210 4.1628 0.094 -0.066 -0.055 -0.065
C -1.7241 5.0660 -4.9812 0.095 0.095 0.040 -0.067
C 6.1129 2.2911 3.3714 -0.045 0.059 0.098 -0.073
C 5.1375 0.4816 -1.5655 -0.019 0.017 -0.091 -0.149
C -1.8736 -3.4769 1.9348 0.099 -0.033 0.217 -0.334
C -0.4069 -4.8648 0.2587 0.220 -0.098 0.178 -0.312
C 4.9286 2.9368 4.0479 0.009 -0.139 -0.119 -0.298
C -3.9489 -5.7041 -2.3894 -0.031 -0.052 -0.030 -0.096
C 0.4645 2.3465 -1.6764 0.259 0.071 -0.205 -0.107
C 0.3750 -2.2562 -4.8528 0.317 0.001 -0.086 -0.039
C 7.2193 -0.2406 -2.5363 0.029 0.001 -0.008 -0.093
C -1.3792 6.4776 -2.9395 0.060 0.062 -0.164 -0.066
C -1.3897 1.6896 1.4907 0.069 -0.120 -0.361 -0.081
C 4.1404 -0.1916 2.4063 0.084 -0.177 0.037 -0.412
C -2.0055 -1.9218 -3.6197 -0.347 0.019 -0.196 -0.069
C 6.0178 -1.6996 2.2724 0.057 -0.019 0.020 -0.095
C 5.8653 -0.4372 -2.3125 -0.065 -0.022 0.033 -0.023
C -6.9655 3.4673 -1.5659 0.001 -0.083 0.055 -0.077
H 7.0258 2.8625 3.5546 0.004 -0.019 -0.004 0.067
H 1.8188 -7.8784 1.1868 0.009 0.009 -0.005 0.095
H 1.9989 4.7221 5.7980 0.003 0.000 0.003 0.103
H 1.5464 -7.2226 -1.1759 0.008 0.034 -0.013 0.099
H -5.6485 -6.2906 0.4700 0.004 0.025 0.016 0.093
H 2.0105 -1.3093 4.8391 0.015 0.000 0.003 0.077
H -1.4139 7.3945 -3.5420 -0.019 0.011 0.006 0.069
H 7.6247 2.6827 -0.8776 -0.028 0.014 -0.005 0.094
H 6.1944 4.0904 5.3396 0.006 -0.012 -0.007 0.106
H -2.2642 -4.3951 -2.5657 0.007 -0.043 -0.079 0.074
H 0.1794 -5.2498 -1.7662 0.000 -0.045 -0.006 0.101
H -1.6825 0.3323 3.6872 0.023 0.105 -0.034 0.103
H 8.9162 1.0281 -2.1838 -0.008 0.009 -0.013 0.088
H -8.0292 0.2304 -1.0540 -0.006 -0.021 -0.034 0.068
H -0.7706 3.5055 0.5493 0.064 -0.005 0.003 0.128
H -0.7492 6.6613 -2.0673 -0.012 -0.013 0.021 0.082
H -2.7486 4.8512 -4.6757 -0.015 -0.019 -0.016 0.068
H -2.9425 -1.7605 -3.0961 0.012 0.007 -0.009 0.119
H -3.4022 -2.0053 2.2315 0.021 0.047 0.024 0.104
H -5.6352 -6.9495 -1.9129 -0.005 0.014 -0.009 0.089
H 0.6820 -6.6137 2.9625 -0.045 -0.019 0.008 0.101
H 1.5802 -0.3725 3.4003 -0.060 0.026 0.048 0.039
H 0.9906 4.8957 -4.8832 0.067 0.020 0.004 0.078
H -7.2300 1.2934 1.1006 0.002 0.007 0.033 0.075
H 6.0971 -3.2295 3.7773 -0.019 -0.024 -0.029 0.093
H 3.4796 5.9121 7.2119 0.010 0.007 0.026 0.063
H 1.3770 1.8158 -1.4182 -0.067 0.082 -0.199 0.065
H -6.5382 2.9190 1.0816 0.000 -0.005 0.017 0.086
H -0.6143 -1.8921 -6.7029 0.020 -0.036 -0.015 0.100
H -6.1619 -0.5084 -0.2638 0.006 -0.015 -0.053 0.082
H -1.3544 4.2104 -5.5486 -0.026 0.000 -0.037 0.084
H -1.4268 2.2658 2.4183 0.015 -0.031 0.017 0.104
H -2.3835 -1.9552 -7.5906 -0.005 -0.028 -0.021 0.068
H 2.4505 0.4104 4.7248 -0.064 0.018 0.000 0.071
H 1.0739 -2.5906 -2.8380 0.086 -0.055 -0.041 0.098
H -8.9373 1.6710 -1.5275 -0.013 -0.001 -0.004 0.074
H -3.8799 -1.4381 -0.3526 -0.089 -0.025 0.047 0.069
H -3.9389 -5.9805 -3.4374 0.021 0.016 0.001 0.096
H 1.2497 5.8980 -3.4434 0.036 -0.033 -0.010 0.082
H -4.0538 -1.5793 -7.5967 -0.029 0.045 0.042 0.098
H 0.8897 3.6657 3.0047 -0.066 -0.043 -0.016 0.077
H -8.2606 2.6855 0.7148 -0.006 0.009 -0.010 0.075
H -2.4030 1.6075 1.0985 -0.120 -0.024 0.057 0.110
H 1.3564 -2.3575 -5.2958 0.004 0.014 0.007 0.108
H -2.3880 6.2577 -2.5882 -0.003 -0.014 0.026 0.071
H 0.4956 6.5942 -4.8871 0.002 0.011 0.003 0.072
H -4.4890 3.2080 -1.6424 -0.043 -0.022 0.049 0.085
H 5.9470 2.2251 2.2954 0.068 -0.020 -0.024 0.040
H -0.5650 -5.4415 4.3859 0.001 -0.016 -0.012 0.100
H -6.6815 3.3923 -2.6169 0.016 0.046 -0.006 0.088
H 1.3667 3.5522 -3.1143 0.006 -0.028 -0.022 0.090
H 0.4544 3.3647 4.6931 -0.029 0.008 -0.018 0.071
H -7.6870 1.0082 -2.6016 -0.019 -0.019 -0.010 0.090
H 5.1965 2.3216 -0.4863 0.025 0.024 0.008 0.077
H -0.8463 -1.1001 3.2325 -0.040 -0.065 0.057 0.092
H 4.9898 5.0744 7.6025 -0.009 0.035 0.030 0.070
H 0.5227 2.3071 0.7331 0.026 0.044 0.037 0.050
H -3.9905 -4.7007 1.3289 0.012 -0.029 -0.008 0.089
H -2.8945 3.8820 -2.7106 0.026 0.076 0.007 0.095
H 4.9830 6.3644 6.4012 0.003 0.018 0.035 0.071
H -6.3008 4.1790 -1.0752 0.006 0.022 -0.030 0.078
H 5.6663 -0.0940 0.9110 0.054 -0.003 0.020 0.083
H 6.2626 1.2721 3.7334 0.009 -0.024 -0.039 0.079
H 0.9566 2.0258 3.6385 -0.054 0.013 0.025 0.027
H -3.6196 -2.4584 4.6574 0.006 0.013 -0.021 0.094
H 7.7851 -0.9603 -3.1165 -0.015 -0.030 0.029 0.092
H -7.9829 3.8634 -1.5095 -0.012 -0.003 0.003 0.075
H 3.9849 -2.5345 4.8361 -0.025 -0.005 -0.011 0.103
H 5.3416 -1.3039 -2.6940 0.015 0.000 -0.023 0.114
H -1.7374 5.9455 -5.6361 -0.031 0.001 -0.002 0.069
H -2.1712 -4.1484 5.7304 0.022 0.014 0.002 0.092
H 6.9215 -2.0227 1.7704 -0.007 0.008 -0.024 0.099
```
Positions in Å, forces in eV/Å.

Results
- multiplicity = 2
- Kohn-Sham gap (spin up / spin down) (eV) = 3.8 / 3.8
- charge = -2

A molecular structure, C8H13ClHgO4 at a distorted geometry. Source: OMol25; level of theory: ωB97M-V with the def2-TZVPD basis set.

The geometry in XYZ format:
```
27
Properties=species:S:1:pos:R:3:forces:R:3:lowdin_charge:R:1
Hg 1.9240 -0.0169 0.9457 0.245 -1.165 4.413 1.372
Cl 0.6428 -0.1480 3.7134 0.516 -0.040 0.604 0.718
O -0.6029 -0.6905 3.2351 1.021 0.457 -0.045 -0.320
O 0.8982 -0.5336 5.0689 -0.059 0.285 -1.036 -0.287
O 1.8276 -0.8000 2.8748 -0.914 0.376 0.784 -0.560
O 0.7560 1.2797 3.5039 -0.280 -1.096 -0.003 -0.353
C 1.5735 -0.2806 -1.0284 0.244 -2.274 -3.870 -0.400
C 0.5530 -1.3132 -1.5271 0.022 -0.332 0.391 -0.213
C -1.3045 1.5269 -1.0426 -0.036 0.615 -0.301 -0.154
C 0.1236 1.9802 -0.6322 0.386 0.613 0.128 -0.194
C -1.6832 0.0642 -0.9854 -4.252 0.984 -2.627 -0.278
C -0.4564 -1.9238 -0.4863 0.359 -0.547 -0.505 -0.201
C -1.4989 -0.9307 -0.0565 4.110 -3.189 2.999 -0.172
C 1.3876 1.0987 -0.6539 -0.595 2.776 -1.591 -0.385
H 2.2684 1.7116 -0.9413 -0.619 -0.349 0.250 0.095
H 0.3997 2.7498 -1.3700 -0.292 0.033 0.238 0.104
H 0.0785 2.5394 0.3241 0.065 -0.480 -0.370 0.106
H -1.3832 1.7947 -2.1121 -0.249 -0.054 0.486 0.111
H -0.9041 -2.7782 -1.0222 -0.063 0.054 0.134 0.112
H 0.0513 -2.3806 0.3787 0.106 0.154 -0.189 0.101
H -2.7535 -0.3653 -0.7387 -0.458 2.421 -0.874 0.171
H -2.0170 2.1756 -0.5036 0.294 -0.340 -0.165 0.116
H 2.5151 -0.4375 -1.5793 -0.287 0.162 0.302 0.089
H -1.6920 -0.3634 -2.0029 0.533 0.298 0.370 0.110
H -0.0168 -0.8663 -2.3600 0.301 -0.189 0.328 0.101
H -1.7768 -0.9362 0.9941 -0.147 0.446 -0.254 0.097
H 1.0902 -2.1562 -1.9963 0.050 0.383 0.402 0.110
```
Positions in Å, forces in eV/Å.

Results
- ΔE to the lowest compared entry with this formula, charge and spin (kJ/mol) = 44.01
- Kohn-Sham gap (spin up / spin down) (eV) = 6.6 / 6.4